Record 1
Computed, not measured: the molecule C20H26N2O3 in a non-equilibrium geometry, with ωB97M-V/def2-TZVPD.

Output
spin multiplicity = 1
energy above the lowest of the compared OMol25 structures with the same formula, charge and spin = 1956.1 kJ/mol
max |F| = 17.63 eV/Å
SMILES = CCOC(=O)C1CCN(CC(=O)c2c(C)[nH]c3cc(C)ccc23)CC1
E = -30267.082 eV

CARTESIAN COORDINATES (ANGSTROEM)
1 C -6.176 -0.456 1.956
2 C -5.794 -0.476 0.371
3 O -4.842 0.230 -0.112
4 C -3.681 -0.161 0.218
5 O -3.461 -1.321 0.694
6 C -2.623 0.985 -0.362
7 C -1.510 1.046 0.677
8 C -0.340 1.936 0.275
9 N 0.070 1.735 -0.978
10 C 1.210 2.353 -1.506
11 C 2.489 1.897 -0.536
12 O 3.161 3.134 -0.070
13 C 2.682 0.738 -0.005
14 C 3.331 0.502 1.422
15 C 4.067 1.470 2.058
16 N 3.408 -0.952 1.649
17 C 2.637 -1.526 0.714
18 C 2.525 -2.725 0.470
19 C 1.675 -3.237 -0.441
20 C 1.463 -4.715 -0.733
21 C 1.233 -2.371 -1.618
22 C 1.414 -0.921 -1.275
23 C 2.220 -0.421 -0.266
24 C -0.923 1.588 -1.727
25 C -2.040 0.629 -1.590
26 H -5.338 -0.752 2.306
27 H -6.560 0.623 2.258
28 H -7.062 -1.033 2.038
29 H -6.644 0.000 -0.216
30 H -5.640 -1.512 0.018
31 H -2.972 1.787 -0.269
32 H -0.873 -0.042 0.860
33 H -1.744 1.235 1.790
34 H -0.843 2.865 0.247
35 H 0.342 2.059 0.927
36 H 1.686 2.078 -2.339
37 H 1.166 3.350 -1.683
38 H 3.964 1.285 3.252
39 H 5.149 1.346 1.968
40 H 3.717 2.437 1.984
41 H 3.808 -1.094 2.359
42 H 2.811 -3.556 1.361
43 H 0.313 -5.075 -0.669
44 H 1.753 -4.935 -1.727
45 H 1.774 -5.371 0.163
46 H 0.733 -2.571 -2.624
47 H 1.129 -0.301 -2.031
48 H -1.490 2.655 -1.862
49 H -0.598 1.237 -2.930
50 H -1.711 -0.289 -1.444
51 H -2.725 0.511 -2.206

Record 2
Computed, not measured: the molecule C20H26N2O3, with ωB97M-V/def2-TZVPD.

Output
spin multiplicity = 1
energy above the lowest of the compared OMol25 structures with the same formula, charge and spin = 184.1 kJ/mol
max |F| = 0.52 eV/Å
SMILES = CCOc1ccc(CCNC(=O)Nc2ccccc2C)cc1OCC
E = -30285.448 eV

CARTESIAN COORDINATES (ANGSTROEM)
1 C -2.953 -2.672 1.981
2 C -2.863 -1.400 1.141
3 O -1.817 -1.443 0.197
4 C -0.537 -1.209 0.591
5 C -0.122 -0.872 1.866
6 C 1.215 -0.592 2.127
7 C 2.164 -0.685 1.129
8 C 3.591 -0.264 1.364
9 C 3.887 1.037 0.585
10 N 2.769 1.955 0.658
11 C 1.805 1.871 -0.328
12 O 2.076 1.549 -1.464
13 N 0.561 2.252 0.110
14 C -0.672 2.026 -0.516
15 C -0.761 1.712 -1.866
16 C -1.989 1.450 -2.443
17 C -3.142 1.516 -1.684
18 C -3.057 1.853 -0.345
19 C -1.837 2.111 0.260
20 C -1.783 2.468 1.720
21 C 1.759 -1.069 -0.148
22 C 0.429 -1.304 -0.441
23 O -0.066 -1.611 -1.664
24 C 0.766 -1.476 -2.802
25 C 1.576 -2.738 -3.089
26 H -2.050 -2.815 2.570
27 H -3.074 -3.532 1.329
28 H -3.807 -2.611 2.651
29 H -2.774 -0.514 1.782
30 H -3.767 -1.292 0.535
31 H -0.832 -0.803 2.676
32 H 1.504 -0.305 3.130
33 H 4.286 -1.038 1.034
34 H 3.750 -0.095 2.431
35 H 4.036 0.827 -0.475
36 H 4.782 1.525 0.980
37 H 2.441 2.119 1.600
38 H 0.487 2.485 1.089
39 H 0.140 1.664 -2.452
40 H -2.041 1.196 -3.490
41 H -4.104 1.309 -2.128
42 H -3.959 1.912 0.249
43 H -2.785 2.463 2.142
44 H -1.177 1.752 2.278
45 H -1.365 3.466 1.865
46 H 2.507 -1.138 -0.920
47 H 0.071 -1.294 -3.627
48 H 1.418 -0.601 -2.697
49 H 0.906 -3.584 -3.217
50 H 2.257 -2.964 -2.272
51 H 2.152 -2.602 -4.000

Record 3
Computed, not measured: a cluster of 2 separate species, C20H26N2O3S in total in a non-equilibrium geometry, with ωB97M-V/def2-TZVPD.

Output
spin multiplicity = 1
energy above the lowest of the compared OMol25 structures with the same formula, charge and spin = 345.4 kJ/mol
max |F| = 1.64 eV/Å
SMILES = Cc1ccc(S(=O)(=O)/N=C/c2ccccc2)cc1.COC[C@@H]1CCCN1
E = -41117.787 eV

CARTESIAN COORDINATES (ANGSTROEM)
1 C -2.766 -0.922 -6.330
2 C -2.547 -0.604 -4.874
3 C -3.258 0.433 -4.261
4 C -3.082 0.740 -2.915
5 C -2.155 -0.001 -2.176
6 S -1.996 0.172 -0.393
7 O -3.151 0.896 0.077
8 O -1.665 -1.138 0.141
9 N -0.657 1.161 -0.215
10 C -0.208 1.510 0.948
11 C 0.615 2.732 1.026
12 C 0.894 3.368 2.252
13 C 1.792 4.434 2.287
14 C 2.386 4.898 1.092
15 C 2.022 4.332 -0.151
16 C 1.122 3.263 -0.177
17 C -1.442 -1.040 -2.757
18 C -1.636 -1.326 -4.099
19 H -2.126 -1.756 -6.634
20 H -3.812 -1.194 -6.513
21 H -2.531 -0.049 -6.950
22 H -3.973 0.995 -4.857
23 H -3.666 1.524 -2.443
24 H -0.467 1.033 1.908
25 H 0.347 3.038 3.129
26 H 1.993 4.949 3.227
27 H 3.089 5.739 1.109
28 H 2.389 4.754 -1.097
29 H 0.748 2.845 -1.119
30 H -0.770 -1.631 -2.149
31 H -1.085 -2.141 -4.554
32 C -1.880 -2.056 3.606
33 O -0.747 -1.859 2.767
34 C 0.371 -2.663 3.074
35 C 1.361 -2.354 1.943
36 C 2.810 -2.805 2.127
37 C 3.632 -1.722 1.398
38 C 2.704 -0.529 1.163
39 N 1.386 -0.951 1.614
40 H -2.705 -1.559 3.087
41 H -2.144 -3.122 3.769
42 H -1.738 -1.582 4.596
43 H 0.811 -2.415 4.066
44 H 0.140 -3.752 3.020
45 H 0.934 -2.895 1.061
46 H 3.037 -2.895 3.195
47 H 2.903 -3.797 1.645
48 H 4.529 -1.444 1.953
49 H 3.916 -2.142 0.424
50 H 3.024 0.338 1.765
51 H 2.683 -0.150 0.127
52 H 0.569 -0.662 1.071

Record 4
Computed, not measured: a structure of composition C20H26N4O4 in a non-equilibrium geometry, with ωB97M-V/def2-TZVPD.

Output
spin multiplicity = 1
energy above the lowest of the compared OMol25 structures with the same formula, charge and spin = 2140.5 kJ/mol
max |F| = 19.98 eV/Å
E = -35293.101 eV

CARTESIAN COORDINATES (ANGSTROEM)
1 C -2.719 -2.406 -2.751
2 H -2.581 -3.431 -3.232
3 O -2.294 -2.428 -1.498
4 C -2.352 -1.415 -0.739
5 C -2.650 -0.286 -1.356
6 C -2.640 0.913 -0.327
7 C -2.338 0.715 1.124
8 C -1.999 -0.398 1.347
9 C -2.098 -1.519 0.537
10 O -1.648 -2.806 1.157
11 C -2.746 -3.559 1.190
12 H -3.676 -3.328 1.624
13 H -2.223 -4.796 1.565
14 H -2.960 -3.954 0.195
15 O -1.639 -0.685 2.632
16 C -1.611 0.385 3.776
17 H -1.196 -0.174 4.655
18 H -0.834 1.098 3.405
19 H -2.404 1.022 3.710
20 H -2.223 1.763 1.703
21 C -2.809 2.381 -1.021
22 H -3.566 2.472 -1.625
23 H -3.180 3.153 -0.103
24 C -1.474 3.022 -1.212
25 C -0.431 3.125 -0.469
26 O -0.352 3.875 0.588
27 N 0.428 1.719 -0.108
28 C 0.646 0.944 -1.027
29 H -0.202 0.743 -1.687
30 C 2.067 0.789 -1.501
31 N 3.004 0.970 -0.548
32 C 3.751 -0.224 -0.348
33 N 4.563 -0.098 0.908
34 C 5.312 -1.285 1.098
35 C 5.386 -2.322 0.280
36 C 4.639 -2.017 -0.804
37 N 3.814 -1.206 -1.272
38 H 4.580 -3.006 -1.298
39 H 6.058 -3.040 0.494
40 H 5.812 -0.957 2.119
41 C 2.874 1.856 0.606
42 H 3.382 1.896 1.488
43 C 1.266 1.839 1.023
44 H 1.116 2.606 1.654
45 H 1.118 1.019 1.493
46 H 3.107 2.823 -0.081
47 H 2.313 -0.162 -2.139
48 H 2.284 1.588 -2.139
49 H 0.509 -0.050 -0.524
50 H -1.169 2.506 -2.209
51 H -1.535 4.067 -1.704
52 H -2.923 0.075 -2.289
53 H -1.852 -1.728 -3.469
54 H -3.707 -2.080 -2.887

Record 5
Computed, not measured: a structure of composition C20H27CrN9O3S in a non-equilibrium geometry, with ωB97M-V/def2-TZVPD.

Output
spin multiplicity = 5
energy above the lowest of the compared OMol25 structures with the same formula, charge and spin = 89.9 kJ/mol
max |F| = 3.80 eV/Å
E = -79987.793 eV

CARTESIAN COORDINATES (ANGSTROEM)
1 Cr 0.310 -0.090 0.104
2 N 0.569 -4.665 -0.568
3 C 0.569 -3.309 -0.501
4 S -0.365 -2.471 0.803
5 N 1.099 -2.687 -1.529
6 N 0.875 -1.299 -1.568
7 C 0.893 -0.737 -2.762
8 C 0.610 0.654 -2.832
9 C 0.257 1.391 -3.995
10 C -0.147 2.678 -3.896
11 C -0.178 3.247 -2.635
12 C 0.160 2.502 -1.534
13 N 0.563 1.219 -1.611
14 H -0.047 -5.208 0.027
15 H 0.703 -5.070 -1.483
16 H 0.975 -1.415 -3.614
17 H 0.348 0.828 -4.919
18 H -0.330 3.278 -4.799
19 H -0.451 4.289 -2.457
20 H 0.100 2.974 -0.555
21 C -6.097 -0.214 -2.222
22 O -6.253 -0.109 -0.800
23 C -5.151 0.187 -0.083
24 C -5.271 0.310 1.313
25 C -4.095 0.185 2.062
26 C -2.849 0.170 1.525
27 C -1.678 0.134 2.354
28 C -1.821 -0.007 3.840
29 O -0.497 0.270 1.930
30 C -2.741 0.284 0.105
31 O -1.569 0.541 -0.460
32 C -3.870 0.220 -0.631
33 H -7.117 -0.360 -2.618
34 H -5.471 -1.069 -2.445
35 H -5.605 0.698 -2.681
36 H -6.245 0.336 1.771
37 H -4.179 0.194 3.135
38 H -2.485 -0.844 4.229
39 H -2.288 0.871 4.307
40 H -0.845 -0.035 4.268
41 H -3.705 0.300 -1.723
42 C 4.261 -2.512 0.680
43 N 4.351 -1.093 1.052
44 C 5.696 -0.555 1.118
45 C 3.280 -0.278 0.953
46 N 2.063 -0.790 1.018
47 N 3.453 1.097 0.852
48 C 2.441 1.978 1.210
49 N 2.782 2.994 2.094
50 N 1.227 1.758 0.899
51 H 4.129 -3.098 1.598
52 H 5.200 -2.766 0.225
53 H 3.482 -2.615 -0.092
54 H 6.441 -1.370 1.106
55 H 5.816 0.036 2.004
56 H 5.853 0.133 0.265
57 H 2.069 -1.777 1.122
58 H 4.383 1.343 1.138
59 H 3.770 3.354 2.142
60 H 2.109 3.658 2.414
61 H 0.515 2.333 1.349